A:
{
  "formula": "C3H11NOS",
  "method": "the ωB97M-V functional and the def2-TZVPD basis",
  "species": ["C", "C", "C", "S", "N", "H", "H", "H", "H", "H", "H", "H", "H", "H", "H", "H", "O"],
  "coordinates": [[0.08918, -2.17436, -0.34371], [0.34058, -0.76748, -0.08932], [0.09212, -0.38482, 1.29602], [0.30596, 1.35247, 1.76868], [-0.55283, 0.01696, -1.08655], [1.01275, -2.77438, -0.08536], [-0.00578, -2.28806, -1.48265], [-0.84077, -2.59164, 0.26917], [1.41473, -0.46031, -0.32973], [-0.98514, -0.63984, 1.57215], [0.69818, -1.07978, 1.97062], [-0.93560, 1.62293, 1.35392], [-0.33630, 1.01507, -1.00856], [-1.50266, -0.42383, -1.03896], [0.40056, 3.88204, -0.47925], [0.63576, 2.41327, -1.08326], [0.16927, 3.28177, -1.20323]],
  "mulliken_charge": [-1.362, 0.354, -0.586, 0.241, -0.398, 0.375, 0.374, 0.339, 0.292, 0.356, 0.389, 0.324, -0.081, 0.293, 0.332, 0.364, -0.606],
  "multiplicity": 2,
  "homo_lumo_gap_ev": [9.935, 4.248],
  "s2": 0.754,
  "charge": 1
}

=====

B:
{
  "formula": "C3H11NOS",
  "method": "the ωB97M-V functional and the def2-TZVPD basis",
  "species": ["C", "N", "C", "C", "S", "H", "H", "H", "H", "H", "H", "H", "H", "H", "H", "H", "O"],
  "coordinates": [[2.10753, 0.31691, -0.58546], [1.61641, -0.21716, 0.64847], [0.26469, -0.73969, 0.81808], [-0.76922, 0.35505, 0.97850], [-2.40712, -0.35762, 1.36611], [1.46605, 1.12485, -0.90789], [2.15303, -0.50007, -1.31828], [3.15602, 0.61486, -0.48126], [2.32395, -0.69545, 1.20311], [0.09901, -1.31163, -0.10982], [0.26930, -1.50867, 1.57749], [-0.53685, 0.98333, 1.83071], [-0.82381, 1.05169, 0.15111], [-3.04814, 0.08461, 0.28044], [-2.21375, 0.84870, -1.36740], [-1.67907, -0.45876, -1.89048], [-1.97805, 0.40907, -2.19342]],
  "mulliken_charge": [-0.710, 0.029, -0.305, -0.886, -0.070, 0.304, 0.354, 0.342, 0.352, 0.219, 0.469, 0.372, 0.413, 0.129, 0.242, 0.343, -0.596],
  "multiplicity": 2,
  "homo_lumo_gap_ev": [9.950, 5.248],
  "s2": 0.754,
  "charge": 1
}

=====

Most stable: B

=====

A:
{
  "formula": "C24H44F6NiO12S4",
  "method": "the ωB97M-V functional and the def2-TZVPD basis",
  "species": ["Ni", "C", "O", "O", "C", "F", "F", "F", "C", "C", "H", "H", "H", "H", "H", "H", "C", "O", "O", "C", "F", "F", "F", "C", "C", "H", "H", "H", "H", "H", "H", "C", "C", "C", "S", "O", "O", "C", "H", "H", "H", "H", "H", "H", "H", "H", "C", "C", "C", "S", "O", "O", "C", "H", "H", "H", "H", "H", "H", "H", "H", "C", "C", "C", "S", "O", "O", "C", "H", "H", "H", "H", "H", "H", "H", "H", "C", "C", "C", "S", "O", "O", "C", "H", "H", "H", "H", "H", "H", "H", "H"],
  "coordinates": [[11.58006, -6.23537, 12.95738], [12.45438, -6.83449, 15.95296], [13.71889, -6.36223, 15.55096], [11.57876, -6.80797, 14.94480], [12.58493, -8.22777, 16.64920], [11.56390, -9.04302, 16.36132], [13.74114, -8.84486, 16.31601], [12.63047, -8.11967, 17.99920], [14.63355, -5.99745, 16.57193], [16.02021, -6.28231, 15.96281], [16.16826, -5.50995, 15.20869], [16.85463, -6.15224, 16.66143], [16.06843, -7.33278, 15.68817], [14.59160, -6.48892, 17.54574], [14.53767, -4.91345, 16.68712], [12.06192, -6.18515, 16.75594], [13.35208, -3.40570, 12.55795], [12.70770, -2.34921, 13.22096], [12.67471, -4.54046, 12.66080], [13.70610, -3.04556, 11.10109], [14.04257, -1.72890, 11.01637], [14.77229, -3.75178, 10.65954], [12.70233, -3.26172, 10.21529], [12.49384, -2.53232, 14.58268], [11.95840, -1.23799, 15.16829], [11.12340, -0.84262, 14.57062], [11.40870, -1.40602, 16.09970], [12.68292, -0.43262, 15.27198], [13.41200, -2.72000, 15.15266], [11.75787, -3.29814, 14.84442], [14.40052, -3.48842, 12.92084], [16.90213, -8.19149, 12.92337], [16.11119, -9.35327, 13.53875], [14.90007, -9.61139, 12.63652], [14.40000, -8.06394, 11.84357], [13.28068, -7.55457, 12.61245], [14.34239, -8.23861, 10.41678], [15.91769, -7.15871, 12.37354], [17.34865, -8.63744, 12.02682], [17.71049, -7.74518, 13.49541], [15.89442, -9.30553, 14.60751], [16.84796, -10.16417, 13.56808], [14.06066, -10.15183, 13.07074], [15.24641, -10.29772, 11.85854], [15.56526, -6.49423, 13.16297], [16.26000, -6.63187, 11.48538], [10.55190, -4.98760, 8.06695], [11.74978, -5.57685, 7.30728], [12.56576, -6.39810, 8.33583], [11.35457, -6.99396, 9.53547], [11.62260, -6.29060, 10.79349], [11.22967, -8.44050, 9.51151], [9.90189, -6.12375, 8.90798], [9.84606, -4.46433, 7.42796], [10.96683, -4.27228, 8.78213], [12.46834, -4.79396, 7.06452], [11.42756, -6.08372, 6.40046], [13.24480, -5.74206, 8.87595], [13.12244, -7.26946, 7.99896], [9.20874, -5.95558, 9.72404], [9.54071, -6.89344, 8.21543], [8.75165, -1.21169, 12.32718], [8.18483, -1.69165, 13.69325], [8.01866, -3.21903, 13.79721], [8.92415, -3.84828, 12.32613], [7.95044, -4.21426, 11.33432], [9.89954, -4.87504, 12.68222], [9.75510, -2.28002, 11.85796], [9.13218, -0.19453, 12.30775], [7.94275, -1.22197, 11.58830], [7.37557, -1.00659, 13.93455], [9.00331, -1.45952, 14.37990], [7.02605, -3.64904, 13.74189], [8.67064, -3.56985, 14.59312], [10.11534, -2.31363, 10.83576], [10.60275, -2.32227, 12.55174], [8.07465, -10.78009, 12.81327], [8.03693, -9.98688, 14.11605], [9.40379, -9.42505, 14.48480], [10.39930, -9.39946, 12.93578], [11.47075, -10.35411, 12.98002], [10.64873, -8.03391, 12.50846], [9.01289, -9.97502, 11.91454], [7.10167, -10.82324, 12.32660], [8.40488, -11.80586, 12.97696], [7.68161, -10.60902, 14.93811], [7.36075, -9.13172, 14.03970], [9.90141, -10.01317, 15.25939], [9.50555, -8.44077, 14.94848], [9.26750, -10.34882, 10.92441], [8.51221, -9.03160, 11.67065]],
  "mulliken_charge": [3.223, -0.414, 0.201, -0.856, 0.609, -0.202, -0.251, -0.313, -0.582, -0.760, 0.224, 0.480, -0.079, 0.381, 0.235, 0.091, -0.638, -0.556, -0.277, 0.831, -0.334, -0.289, -0.233, 0.412, -1.481, 0.190, 0.415, 0.373, 0.332, -0.115, -0.121, -0.833, -0.309, -0.933, 0.905, -0.121, -0.834, -0.255, 0.370, 0.358, 0.072, 0.482, 0.335, 0.425, -0.271, 0.548, 0.154, -0.828, -0.565, 0.984, 0.312, -0.913, -0.992, 0.532, -0.310, 0.378, 0.300, 0.083, 0.572, 0.318, 0.461, -0.938, -0.463, -0.790, 0.812, -0.788, -0.910, 0.211, 0.401, 0.422, 0.444, 0.100, 0.464, 0.306, 0.584, -0.540, -0.634, -0.686, -0.718, 0.987, -0.778, -0.451, -0.842, 0.361, 0.324, 0.317, 0.281, 0.488, 0.286, 0.569, 0.258],
  "multiplicity": 3,
  "homo_lumo_gap_ev": [8.329, 8.281],
  "s2": 2.003,
  "charge": 0
}

=====

B:
{
  "formula": "C24H44F6NiO12S4",
  "method": "the ωB97M-V functional and the def2-TZVPD basis",
  "species": ["Ni", "C", "O", "O", "C", "F", "F", "F", "C", "C", "H", "H", "H", "H", "H", "H", "C", "O", "O", "C", "F", "F", "F", "C", "C", "H", "H", "H", "H", "H", "H", "C", "C", "C", "S", "O", "O", "C", "H", "H", "H", "H", "H", "H", "H", "H", "C", "C", "C", "S", "O", "O", "C", "H", "H", "H", "H", "H", "H", "H", "H", "C", "C", "C", "S", "O", "O", "C", "H", "H", "H", "H", "H", "H", "H", "H", "C", "C", "C", "S", "O", "O", "C", "H", "H", "H", "H", "H", "H", "H", "H"],
  "coordinates": [[-0.18840, -0.10160, 0.60701], [0.46471, -2.33957, -1.89297], [-0.40652, -2.37818, -2.98213], [-0.17701, -1.47512, -0.97569], [1.02711, -3.77820, -1.39010], [-0.02513, -4.58077, -1.02012], [1.75560, -4.33718, -2.26522], [1.82648, -3.60312, -0.36857], [-0.13460, -3.06174, -4.20068], [-1.07569, -2.46400, -5.26718], [-0.84891, -2.73876, -6.29731], [-2.06042, -2.78142, -4.92415], [-1.13890, -1.39587, -5.05932], [-0.34965, -4.11482, -4.01940], [0.91453, -2.98527, -4.48631], [1.36477, -1.82786, -2.23378], [3.10291, -0.56993, 1.49047], [3.27576, 0.81013, 1.71014], [1.70858, -0.75272, 1.43874], [4.14487, -1.27430, 0.47453], [3.60069, -1.57691, -0.66446], [5.16282, -0.45834, 0.17675], [4.67649, -2.30240, 1.10206], [4.39402, 1.46799, 2.24067], [4.11519, 3.02582, 2.11097], [4.82080, 3.71048, 2.58157], [3.84297, 3.38871, 1.11985], [3.29368, 2.97475, 2.82553], [5.31892, 1.30038, 1.68879], [4.62007, 1.23447, 3.28109], [3.46214, -0.87638, 2.47288], [2.87971, 2.04359, -3.26614], [1.44062, 2.08881, -3.71359], [0.56518, 2.99953, -2.87206], [1.20286, 2.76507, -1.14373], [0.66721, 1.55265, -0.44688], [1.23991, 4.05522, -0.44487], [2.91761, 2.19249, -1.71667], [3.32404, 3.00714, -3.51563], [3.44836, 1.26630, -3.77659], [1.10682, 1.05311, -3.65026], [1.32422, 2.37012, -4.76021], [-0.52266, 2.93538, -2.89622], [0.85815, 4.00020, -3.18976], [3.09031, 1.22567, -1.24389], [3.67059, 2.94571, -1.48475], [-3.98537, -1.66830, -2.93222], [-3.11068, -0.57228, -3.46296], [-3.67077, 0.65399, -2.68639], [-3.69000, 0.21972, -0.93668], [-4.87727, 0.75659, -0.29972], [-2.38291, 0.43669, -0.26116], [-3.92869, -1.57008, -1.39006], [-3.59631, -2.66384, -3.14585], [-5.00707, -1.57533, -3.30043], [-2.97909, -0.43234, -4.53590], [-2.10590, -0.67099, -3.05212], [-4.73338, 0.72482, -2.91864], [-3.29373, 1.67175, -2.78686], [-4.79478, -1.95076, -0.84871], [-2.93558, -1.95500, -1.15840], [-2.19424, 4.17087, 1.64678], [-1.20640, 4.73005, 2.62436], [-0.52908, 3.59458, 3.47101], [-1.49131, 2.03071, 3.04922], [-1.99403, 1.40396, 4.26952], [-0.81907, 1.28366, 1.98802], [-2.86653, 3.02673, 2.20814], [-1.57252, 3.77207, 0.84520], [-3.00792, 4.82875, 1.34144], [-1.80744, 5.28691, 3.34323], [-0.45152, 5.34033, 2.12858], [-0.77809, 3.81879, 4.50823], [0.55344, 3.48639, 3.40363], [-3.57925, 3.37218, 2.95701], [-3.38501, 2.47482, 1.42413], [0.14891, -2.80014, 4.75726], [0.39856, -4.10194, 4.05298], [-0.11387, -3.75552, 2.54354], [-1.58462, -2.62034, 2.67479], [-2.92616, -3.28734, 2.65854], [-1.31721, -1.48751, 1.74232], [-1.31200, -2.25523, 4.47357], [0.95963, -2.08957, 4.59631], [0.25534, -2.94817, 5.83191], [-0.34472, -4.85350, 4.31905], [1.45931, -4.35275, 4.05609], [-0.30146, -4.66938, 1.97981], [0.64755, -3.27203, 1.93150], [-1.90491, -2.96031, 5.05617], [-1.54442, -1.21074, 4.68119]],
  "mulliken_charge": [5.654, -0.369, -0.038, -0.655, 0.497, -0.318, -0.282, -0.165, -0.486, -0.906, 0.415, 0.168, 0.117, 0.310, 0.362, 0.060, -0.875, -0.097, -1.072, 0.917, -0.184, -0.312, -0.301, -0.514, -0.782, 0.385, 0.148, 0.061, 0.314, 0.324, 0.123, -0.863, -0.110, -0.780, 0.884, -1.030, -0.767, -0.074, 0.306, 0.415, -0.151, 0.521, 0.277, 0.401, -0.392, 0.481, -0.771, 0.239, -1.232, 0.929, -0.782, -0.542, -0.417, 0.361, 0.354, 0.529, -0.289, 0.452, 0.422, 0.516, -0.075, -0.096, -0.667, -0.649, 0.802, -0.805, -0.855, -0.623, -0.123, 0.502, 0.327, 0.358, 0.408, 0.168, 0.465, 0.017, -0.489, -0.637, -0.133, 0.806, -0.795, -0.761, -0.699, 0.155, 0.458, 0.324, 0.347, 0.563, -0.331, 0.346, 0.307],
  "multiplicity": 3,
  "homo_lumo_gap_ev": [7.888, 7.905],
  "s2": 2.003,
  "charge": 0
}

=====

Most stable: A

=====

A:
{
  "formula": "C3H4N5",
  "method": "the ωB97M-V functional and the def2-TZVPD basis",
  "species": ["C", "C", "C", "N", "N", "N", "N", "N", "H", "H", "H", "H"],
  "coordinates": [[-1.54932, 0.42705, -0.19360], [-0.25841, 0.17531, 0.43341], [0.03572, -1.37624, 0.55819], [1.57005, 2.07487, -2.36550], [-2.45701, 0.81594, -0.79323], [0.52606, 0.31586, -1.31236], [1.06101, 1.28666, -1.71166], [0.05807, 1.01374, 1.37033], [-0.36582, -1.84105, 1.55380], [1.11093, -1.43549, 0.73073], [-0.33349, -1.94742, -0.30794], [0.60219, 0.49078, 2.03784]],
  "mulliken_charge": [0.233, 0.880, -1.187, -0.694, -0.585, -0.380, 0.413, -0.862, 0.306, 0.305, 0.366, 0.205],
  "multiplicity": 1,
  "homo_lumo_gap_ev": 7.815,
  "charge": -1
}

=====

B:
{
  "formula": "C3H4N5",
  "method": "the ωB97M-V functional and the def2-TZVPD basis",
  "species": ["C", "C", "C", "N", "N", "N", "N", "N", "H", "H", "H", "H"],
  "coordinates": [[-0.76844, -0.51993, 2.16438], [0.21567, -0.19238, 1.10316], [-0.38210, 0.09889, -0.27387], [-1.86042, -0.49530, 4.06335], [-0.66867, -0.43901, 3.55834], [-2.13909, -0.60618, 1.84796], [-2.71362, -0.59735, 3.02872], [1.48271, -0.14482, 1.33840], [-0.44573, -0.86834, -0.70328], [0.12739, 0.87703, -0.85306], [-1.45497, 0.54463, 0.01173], [1.95609, -0.08206, 0.36089]],
  "mulliken_charge": [0.436, 0.632, -1.121, -0.375, -0.301, -0.225, -0.461, -0.760, 0.254, 0.421, 0.297, 0.202],
  "multiplicity": 1,
  "homo_lumo_gap_ev": 8.465,
  "charge": -1
}

=====

Most stable: B

=====

A:
{
  "formula": "C8H11N4",
  "method": "the ωB97M-V functional and the def2-TZVPD basis",
  "species": ["C", "C", "C", "C", "C", "C", "C", "C", "N", "N", "N", "N", "H", "H", "H", "H", "H", "H", "H", "H", "H", "H", "H"],
  "coordinates": [[1.27207, -0.23687, -0.12391], [-1.50536, 2.62774, 3.34533], [-0.44620, 1.97299, 2.87263], [-1.45488, 3.28992, 1.31015], [1.29489, -0.95243, -1.26024], [0.27825, 1.83749, 0.46889], [0.93614, -2.51555, -3.01544], [-0.68765, -2.38649, -1.22071], [0.97416, 0.66387, 0.78870], [-2.09620, 3.49336, 2.39887], [-0.32182, 2.33811, 1.55121], [0.53733, -1.94868, -1.73724], [-1.84000, 2.65978, 4.29663], [0.32872, 1.28341, 3.36679], [-1.34606, 3.92634, 0.45054], [2.26244, -0.89347, -1.77035], [0.60534, -1.86818, -3.86152], [2.14697, -2.49755, -3.09227], [0.66249, -3.48495, -3.16797], [-0.44060, -3.04469, -0.48486], [-1.34334, -1.64852, -0.79434], [-1.16183, -3.02718, -2.04761], [1.34513, 0.41156, 1.72676]],
  "mulliken_charge": [-0.187, -0.594, 0.105, -0.077, 0.373, -0.371, -1.037, -1.007, 0.025, -0.417, 0.188, 0.093, 0.473, 0.294, 0.373, 0.222, 0.355, 0.273, 0.470, 0.427, 0.366, 0.332, 0.320],
  "multiplicity": 1,
  "homo_lumo_gap_ev": 7.774,
  "charge": 1
}

=====

B:
{
  "formula": "C8H11N4",
  "method": "the ωB97M-V functional and the def2-TZVPD basis",
  "species": ["H", "N", "C", "N", "N", "C", "C", "C", "C", "C", "C", "N", "C", "H", "H", "H", "H", "H", "H", "H", "H", "H", "H"],
  "coordinates": [[2.23142, -0.73459, 2.40614], [1.52805, -0.12424, 2.22880], [0.93183, -0.00156, 1.11285], [1.12710, -0.86571, -0.01398], [0.14129, -1.36179, -0.83188], [-1.12153, -1.03410, -0.63804], [0.60597, -2.12037, -1.94745], [0.15431, 1.19859, 1.00190], [-0.70415, 1.69069, 2.03119], [-1.41720, 2.88625, 1.82006], [-1.11786, 3.60495, 0.65609], [-0.21067, 3.22554, -0.22530], [0.36020, 2.05607, -0.10137], [2.02657, -1.19385, -0.22044], [-1.32790, -0.22543, 0.03265], [-1.87676, -1.02891, -1.43299], [-0.02583, -2.66079, -2.63612], [1.19831, -1.49028, -2.57011], [1.31373, -2.92393, -1.63566], [-0.87351, 1.22658, 2.93373], [-1.81658, 3.17971, 2.70741], [-1.48902, 4.64368, 0.52496], [1.25332, 1.60181, -0.75040]],
  "mulliken_charge": [0.239, -0.513, 0.234, -0.308, 0.421, -0.242, -0.873, -0.057, -0.429, -0.563, -0.193, -0.581, 0.394, 0.152, 0.376, 0.286, 0.347, 0.437, 0.344, 0.494, 0.442, 0.353, 0.239],
  "multiplicity": 1,
  "smiles": "[H]/N=C(\\N[N+](=C)C)c1cccnc1",
  "homo_lumo_gap_ev": [7.841, 7.840],
  "charge": 1
}

=====

Most stable: B